1.
ORCA calculation (ωB97M-V with the def2-TZVPD basis set) on an isolated ion of composition C4H2Br2N and charge +1.

As for the net charge: +1. The total energy is -5355.93645 hartree. For the largest force on an atom, the calculation gives 0.12448 Eh/bohr. The HOMO energy comes out at -0.5451 Eh. For the LUMO energy, the calculation gives -7.8520 eV.

Last column: Mulliken charge in e.
Geometry (Å):
C: -0.33490 -0.40936 -1.01649  -0.3420
C: 0.29897 0.75191 -0.54639  -0.2195
C: -0.39333 -1.39305 -0.02801  0.0433
C: 0.36283 0.76621 0.96369  0.5917
N: 0.10059 -0.24656 1.63412  -0.4155
Br: -0.84470 -3.02577 0.29393  0.2634
Br: 0.74899 2.53298 1.74852  -0.0311
H: -0.58720 -0.49256 -1.97782  0.5339
H: 0.64877 1.51620 -1.07154  0.5759

=====

2.
ORCA calculation (ωB97M-V with the def2-TZVPD basis set) on a single C4H2BrP molecule.

As for the net charge: 0. The total energy is -3068.82791 hartree. For the largest force on an atom, the calculation gives 0.06008 Eh/bohr. The HOMO energy comes out at -0.3467 Eh. For the LUMO energy, the calculation gives -0.9824 eV.

Last column: Mulliken charge in e.
Geometry (Å):
C: 0.14848 -0.83925 -1.90039  -0.2337
C: -0.43602 0.89975 2.71139  0.1721
C: 0.55446 -0.14111 -0.90581  0.1607
C: 0.14961 0.52383 1.72379  -0.4404
P: 1.33598 0.48942 0.40326  -0.1700
Br: -0.89205 -0.18575 -3.42490  -0.1250
H: 0.22780 -1.84646 -2.26648  0.3187
H: -1.08826 1.09956 3.65914  0.3177

=====

3.
ORCA calculation (ωB97M-V with the def2-TZVPD basis set) on C4H2CaLiO2 as an isolated structure.

As for the net charge: 0. The total energy is -989.02896 hartree. For the largest force on an atom, the calculation gives 0.05432 Eh/bohr. As for the expectation value of S²: 1.207. The HOMO energy (spin up / spin down) comes out at -0.1713 / -0.2478 Eh. For the LUMO energy (spin up / spin down), the calculation gives -1.1336 / -1.1487 eV. The spin multiplicity is 2.

Last column: Löwdin spin population.
Geometry (Å):
C: -1.60814 -0.80079 0.60129  0.3190
C: -0.36103 -1.08618 0.85453  -0.0126
O: -2.41556 0.00092 0.21134  0.1468
Li: -2.40236 1.76682 -0.45666  0.0209
H: 0.02573 -2.09093 1.03691  0.0107
C: 0.57489 0.52012 0.20145  0.0881
C: 0.94553 1.28800 1.22924  -0.3442
O: 1.09258 0.86184 2.45741  -0.0278
Ca: 0.84294 -0.92377 3.41238  0.7897
H: 0.95877 0.44498 -0.81310  0.0095